Computed, not measured: C46H40CrN8O2Se as an isolated structure in a non-equilibrium geometry, with ωB97M-V/def2-TZVPD.

CARTESIAN COORDINATES (ANGSTROEM)
Cr1 -0.85650 -0.93072 0.52682
C1 0.34440 -3.66832 2.49762
C2 0.41690 -2.47332 3.40132
C3 1.46990 -2.39302 4.29762
C4 1.51800 -1.39482 5.25082
C5 0.43970 -0.53712 5.37122
C6 -0.63730 -0.58622 4.49702
C7 -1.80330 0.31298 4.76752
C8 -0.61080 -1.51122 3.42852
N1 -1.51920 -1.43742 2.37162
C9 -2.85510 -1.42352 2.59672
O1 -3.43960 -1.87222 3.56782
C10 -3.56250 -0.75722 1.44962
C11 -4.92510 -0.50082 1.37662
C12 -5.41770 0.20678 0.28582
C13 -4.53410 0.63608 -0.69588
C14 -3.19440 0.29978 -0.57008
N2 -2.72310 -0.38122 0.47932
C15 -2.17320 0.46708 -1.65058
O2 -2.38450 1.06288 -2.69378
N3 -1.05090 -0.21442 -1.33408
C16 -0.28250 -0.66602 -2.42038
C17 -0.81480 -1.66462 -3.25848
C18 -2.25350 -2.08812 -3.20138
C19 0.00370 -2.23842 -4.22118
C20 1.30910 -1.82102 -4.39368
C21 1.78840 -0.76382 -3.64388
C22 1.00230 -0.16802 -2.66888
C23 1.49830 1.07298 -1.98698
H1 0.54580 -4.56572 3.08302
H2 1.09640 -3.62242 1.70772
H3 -0.64590 -3.76312 2.05662
H4 2.24140 -3.14642 4.25572
H5 2.35530 -1.32252 5.92712
H6 0.42290 0.18088 6.17712
H7 -1.49410 1.17478 5.35622
H8 -2.54790 -0.24202 5.34122
H9 -2.29740 0.65788 3.86242
H10 -5.56570 -0.85382 2.16902
H11 -6.47310 0.40468 0.18522
H12 -4.85430 1.19438 -1.56148
H13 -2.69800 -1.97472 -2.21368
H14 -2.36200 -3.12302 -3.52078
H15 -2.82660 -1.45942 -3.88468
H16 -0.39890 -3.01912 -4.85028
H17 1.93230 -2.28462 -5.14178
H18 2.78310 -0.38352 -3.81828
H19 2.56580 1.01688 -1.78638
H20 0.95750 1.25688 -1.06198
H21 1.33280 1.91738 -2.65518
C24 0.03300 2.35898 3.07332
C25 1.39520 2.18858 3.29562
C26 2.08150 1.25458 2.54002
C27 1.38030 0.47838 1.62062
N4 0.03760 0.60128 1.46422
C28 -0.59920 1.54728 2.15102
C29 1.94620 -0.57262 0.78842
C30 3.28010 -0.76842 0.44762
C31 3.61340 -1.83062 -0.38498
C32 2.61840 -2.69102 -0.82908
C33 1.29910 -2.43812 -0.46388
N5 0.97620 -1.37872 0.30732
C34 0.13960 -3.25992 -0.76198
C35 0.20570 -4.47532 -1.44168
C36 -0.92700 -5.25742 -1.53548
C37 -2.09410 -4.81152 -0.91808
C38 -2.09490 -3.57732 -0.29828
N6 -1.01810 -2.79212 -0.23278
H22 -0.53940 3.09328 3.61672
H23 1.90330 2.77478 4.04362
H24 3.13600 1.09828 2.69552
H25 -1.65880 1.64368 1.94892
H26 4.04210 -0.09412 0.80152
H27 4.63870 -1.99562 -0.67908
H28 2.86220 -3.53062 -1.46028
H29 1.14100 -4.78582 -1.87878
H30 -0.90370 -6.19922 -2.06028
H31 -2.99040 -5.41102 -0.92278
H32 -2.99200 -3.20052 0.17852
C39 1.36380 4.26868 0.54052
N7 0.97580 4.30358 -0.83688
C40 -0.22820 3.95208 -1.34238
Se1 -1.65510 3.38038 -0.38218
N8 -0.19790 4.13908 -2.68028
C41 1.03500 4.63628 -3.04678
C42 1.56470 5.03928 -4.26128
C43 2.86590 5.51568 -4.25808
C44 3.62430 5.57118 -3.09058
C45 3.09950 5.18378 -1.87068
C46 1.78920 4.73188 -1.86398
H33 2.04620 3.43508 0.72652
H34 0.47360 4.15188 1.15732
H35 1.86320 5.20328 0.79102
H36 -0.97130 3.90928 -3.28768
H37 0.97770 4.99498 -5.16388
H38 3.30300 5.85998 -5.18258
H39 4.64440 5.91798 -3.13668
H40 3.69230 5.22688 -0.97098

## Properties
Total charge   +1
E_HOMO (alpha / beta)   -0.3523 / -0.3525 Ha
2S+1   4
LUMO (alpha / beta)   -3.57 / -4.00 eV
Strongest force on any atom   3.038 eV/Å